Below is a molecular structure, C26H25BCaClN6O5S, with properties calculated with ωB97M-V/def2-TZVPD.

```
! wB97M-V def2-TZVPD RIJCOSX def2/J DEFGRID3
* xyz -1 1
Ca -0.583 -1.101 -0.274
C 1.147 -3.044 3.289
C 0.401 -2.149 2.329
N 0.667 -2.266 1.000
N 1.675 -3.040 0.656
C 1.947 -3.366 -0.531
N 3.135 -4.014 -0.870
S 0.923 -2.836 -2.038
C -0.577 -1.242 2.711
C -0.903 -0.921 4.071
C -1.812 0.043 4.369
C -2.489 0.714 3.319
C -2.176 0.330 2.032
N -1.270 -0.570 1.705
H 1.214 -4.038 2.849
H 0.638 -3.126 4.243
H 2.164 -2.685 3.465
H 3.953 -3.483 -0.587
H 3.163 -4.213 -1.861
H -0.406 -1.453 4.868
H -2.042 0.298 5.397
H -3.268 1.436 3.520
H -2.697 0.773 1.185
Cl -6.587 -1.801 -4.443
C -5.177 -1.946 -3.429
C -4.966 -3.144 -2.747
C -3.880 -3.251 -1.912
C -2.972 -2.180 -1.693
O -2.044 -2.297 -0.843
C -3.173 -0.981 -2.480
C -2.271 0.103 -2.442
O -1.232 0.238 -1.755
C -4.304 -0.899 -3.328
H -5.654 -3.966 -2.874
H -3.698 -4.167 -1.370
H -2.525 0.936 -3.134
H -4.478 0.008 -3.891
N 0.825 1.123 0.482
C 0.477 1.977 1.168
N 0.149 2.944 1.995
C -1.095 3.675 1.832
C -1.487 4.287 3.180
O -0.457 5.098 3.708
C 0.722 4.347 3.886
C 1.212 3.755 2.560
H -1.869 2.986 1.496
H -0.960 4.481 1.093
H -1.729 3.484 3.890
H -2.353 4.940 3.059
H 0.544 3.536 4.608
H 1.469 5.035 4.288
H 2.092 3.130 2.724
H 1.469 4.575 1.868
O 1.813 -0.899 -3.842
B 2.027 -1.606 -2.663
O 3.295 -1.306 -2.145
C 3.831 -0.391 -2.993
C 5.057 0.243 -2.944
C 5.338 1.138 -3.974
C 4.432 1.392 -4.990
C 3.198 0.754 -5.043
C 2.921 -0.142 -4.030
H 5.763 0.053 -2.150
H 6.292 1.643 -3.979
H 4.692 2.103 -5.761
H 2.486 0.945 -5.828
*
```

Computed properties:
LUMO ... 2.2 eV
HOMO energy ... -1.209 eV


Below is a molecular structure, C26H25BCl2F8IN4O2Ti, with properties calculated with ωB97M-V/def2-TZVPD.

```
! wB97M-V def2-TZVPD RIJCOSX def2/J DEFGRID3
* xyz 1 1
Ti 0.020 0.683 -0.406
C -1.540 1.885 -3.792
C -1.512 -0.632 -2.925
N 0.425 -1.675 -2.233
C 1.595 -1.422 -3.102
C 1.333 -1.011 -4.539
C 0.767 -2.196 -0.913
C 1.883 -1.469 -0.200
N 1.782 -0.034 -0.477
C 2.954 0.738 -0.422
C 3.317 1.617 -1.448
F 2.545 1.711 -2.515
C 4.491 2.308 -1.409
F 4.883 3.014 -2.469
C 5.370 2.197 -0.310
C 4.959 1.444 0.793
F 5.594 1.390 1.959
C 3.764 0.697 0.696
F 3.384 -0.086 1.718
H -2.267 2.616 -4.139
H -0.909 1.620 -4.623
H -0.912 2.343 -3.068
H -1.103 -1.065 -3.827
H -2.084 -1.424 -2.467
H 2.133 -2.408 -3.089
H 2.240 -0.680 -2.638
H 0.925 -1.825 -5.169
H 2.291 -0.639 -4.961
H 0.697 -0.155 -4.664
H 1.035 -3.219 -1.090
H -0.170 -2.196 -0.304
H 2.850 -1.880 -0.569
H 1.780 -1.708 0.859
H 6.291 2.782 -0.380
Cl -7.191 2.072 -2.336
C -5.665 1.563 -1.765
C -5.485 1.344 -0.434
C -4.177 1.063 0.028
Cl -3.959 1.104 1.755
C -3.075 0.864 -0.827
O -1.825 0.685 -0.389
C -3.357 0.968 -2.217
C -2.319 0.615 -3.255
O -0.321 -0.424 -2.108
C -4.671 1.269 -2.647
H -6.186 1.612 0.296
H -2.890 0.310 -4.176
H -4.822 1.365 -3.734
I -2.987 -3.114 2.114
C -1.545 -3.166 3.575
C -1.977 -3.423 4.868
C -1.054 -3.628 5.894
C 0.277 -3.492 5.520
C 0.617 -3.183 4.202
N -0.277 -3.015 3.251
H -3.032 -3.548 5.053
H -1.392 -3.936 6.856
H 1.035 -3.632 6.270
H 1.628 -3.124 3.870
C -0.860 0.247 4.145
C -0.367 0.344 2.768
N -0.074 0.429 1.655
H -0.888 1.223 4.657
H -0.238 -0.433 4.691
H -1.930 -0.074 4.134
F 0.466 2.340 -0.816
B 2.444 4.401 2.806
F 1.413 4.165 3.623
F 2.228 4.578 1.502
F 3.644 4.311 3.294
*
```

Computed properties:
LUMO ... -3.7 eV
HOMO energy ... -10.984 eV


Below is a molecular structure, C26H25BCl3F6N8O2STi, with properties calculated with ωB97M-V/def2-TZVPD.

```
! wB97M-V def2-TZVPD RIJCOSX def2/J DEFGRID3
* xyz 0 2
Ti -0.438 0.515 -1.070
C -1.490 -2.295 -3.484
C -0.971 -2.626 -2.127
C -1.008 -3.887 -1.521
C -0.314 -3.738 -0.343
N 0.120 -2.472 -0.262
N -0.327 -1.766 -1.336
B 1.109 -1.819 0.726
N 0.325 -0.912 1.689
C 0.114 -0.950 3.009
C -0.628 0.159 3.357
C -0.837 0.848 2.161
C -1.466 2.192 2.019
N -0.282 0.176 1.149
N 2.078 -0.911 -0.075
C 3.413 -1.005 -0.123
C 3.890 -0.010 -0.948
C 2.756 0.677 -1.385
C 2.731 1.850 -2.304
N 1.665 0.122 -0.850
N 1.943 -2.879 1.422
C 2.466 -4.018 0.908
C 3.426 -4.477 1.773
C 3.444 -3.528 2.816
C 4.309 -3.504 4.034
N 2.561 -2.572 2.595
H -2.526 -2.606 -3.586
H -0.902 -2.831 -4.231
H -1.433 -1.232 -3.708
H -1.466 -4.780 -1.907
H -0.095 -4.448 0.436
H 0.544 -1.730 3.607
H -0.947 0.451 4.341
H -2.345 2.273 2.660
H -1.764 2.406 0.998
H -0.757 2.960 2.336
H 3.930 -1.757 0.448
H 4.914 0.208 -1.194
H 3.655 2.415 -2.190
H 1.894 2.514 -2.102
H 2.644 1.522 -3.340
H 2.162 -4.399 -0.054
H 4.030 -5.361 1.668
H 4.714 -4.494 4.241
H 3.743 -3.174 4.903
H 5.149 -2.820 3.904
Cl 0.739 7.985 -0.001
C 0.471 6.287 -0.231
C -0.528 5.870 -1.095
C -0.731 4.512 -1.277
Cl -1.979 3.984 -2.341
C 0.049 3.563 -0.615
O -0.159 2.266 -0.809
C 1.045 4.018 0.248
Cl 2.035 2.887 1.098
C 1.260 5.374 0.445
H -1.144 6.583 -1.622
H 2.036 5.703 1.121
C -4.196 1.261 0.151
C -3.599 0.212 -0.782
O -2.233 0.355 -0.898
C -4.253 0.363 -2.174
F -5.549 -0.005 -2.116
F -4.215 1.641 -2.573
F -3.663 -0.368 -3.117
C -3.900 -1.191 -0.196
F -3.046 -1.454 0.800
F -3.791 -2.171 -1.102
F -5.143 -1.257 0.309
H -3.854 2.240 -0.173
H -3.856 1.074 1.168
H -5.284 1.235 0.135
S -0.246 0.748 -3.415
*
```

Computed properties:
LUMO (spin up / spin down) ... -0.5 / -1.9 eV
HOMO energy (spin up / spin down) ... -8.881 / -8.659 eV


Below is a molecular structure, C26H25BN6O4Sc, with properties calculated with ωB97M-V/def2-TZVPD.

```
! wB97M-V def2-TZVPD RIJCOSX def2/J DEFGRID3
* xyz 1 1
Sc 0.821 1.269 1.567
O 0.679 3.864 4.942
C 0.994 3.149 4.021
N 0.422 3.042 2.771
C -0.566 3.946 2.410
O -1.148 4.744 3.100
C -0.883 3.880 0.928
C -1.756 4.811 0.391
C -1.992 4.798 -0.973
C -1.348 3.847 -1.753
C -0.519 2.933 -1.133
N -0.280 2.944 0.182
C 2.195 2.228 4.210
C 2.939 2.358 5.371
C 4.043 1.543 5.559
C 4.365 0.621 4.573
C 3.565 0.551 3.449
N 2.497 1.331 3.261
H -2.226 5.524 1.053
H -2.665 5.514 -1.425
H -1.491 3.808 -2.823
H -0.032 2.147 -1.699
H 2.636 3.100 6.094
H 4.645 1.625 6.454
H 5.223 -0.028 4.668
H 3.783 -0.162 2.662
C -1.379 -2.281 -6.031
C -1.190 -3.406 -5.001
C 0.152 -4.111 -5.257
C -2.309 -4.430 -5.197
C -1.185 -2.807 -3.593
C -2.164 -3.123 -2.648
C -2.166 -2.593 -1.361
C -1.150 -1.723 -1.042
O -0.891 -1.057 0.130
B 0.267 -0.277 -0.075
O 0.700 -0.503 -1.394
C -0.176 -1.389 -1.971
C -0.170 -1.911 -3.244
H -1.385 -2.698 -7.040
H -0.576 -1.546 -5.970
H -2.328 -1.767 -5.866
H 0.145 -4.588 -6.239
H 0.331 -4.880 -4.503
H 0.987 -3.410 -5.234
H -2.229 -4.866 -6.193
H -3.293 -3.965 -5.115
H -2.240 -5.241 -4.470
H -2.962 -3.802 -2.910
H -2.936 -2.850 -0.645
H 0.601 -1.623 -3.946
N 3.430 1.748 -0.806
C 2.771 1.825 0.134
H 3.956 1.626 -1.651
N -0.965 -0.760 5.283
C -0.984 -1.820 4.412
C -0.501 -1.338 3.238
N -0.181 0.000 3.390
C -0.486 0.312 4.636
H -1.284 -0.781 6.237
H -1.335 -2.797 4.694
H -0.383 -1.843 2.296
H -0.393 1.284 5.093
*
```

Computed properties:
LUMO ... -3.0 eV
HOMO energy ... -10.596 eV


Below is a molecular structure, C26H25GaN2OSi, with properties calculated with ωB97M-V/def2-TZVPD.

```
! wB97M-V def2-TZVPD RIJCOSX def2/J DEFGRID3
* xyz 2 1
Ga 0.484 0.052 -0.117
O -1.267 -1.251 -0.660
C -2.415 -0.696 -1.306
C -2.194 0.782 -1.468
C -2.999 1.552 -2.291
C -2.810 2.924 -2.316
C -1.826 3.491 -1.514
C -1.038 2.651 -0.758
N -1.213 1.321 -0.740
H -1.443 -2.170 -0.426
H -3.302 -0.851 -0.688
H -2.579 -1.171 -2.274
H -3.764 1.086 -2.898
H -3.427 3.547 -2.948
H -1.669 4.559 -1.481
H -0.238 3.033 -0.134
C -0.343 -0.042 4.610
C -0.297 0.048 3.174
N -0.266 0.114 2.030
H -1.089 -0.772 4.922
H -0.601 0.928 5.036
H 0.630 -0.350 4.994
C 2.392 2.127 -5.108
C 3.109 0.940 -5.060
C 3.281 0.283 -3.852
C 2.746 0.820 -2.677
C 2.024 2.017 -2.739
C 1.844 2.663 -3.948
Si 3.103 0.000 -1.054
C 3.849 1.014 0.308
C 3.609 0.709 1.653
C 4.252 1.416 2.652
C 5.147 2.428 2.322
C 5.390 2.742 0.993
C 4.741 2.041 -0.012
C 3.351 -1.834 -1.039
C 2.423 -2.677 -1.661
C 2.659 -4.037 -1.744
C 3.828 -4.570 -1.210
C 4.752 -3.744 -0.585
C 4.517 -2.381 -0.496
H 2.263 2.641 -6.052
H 3.534 0.526 -5.965
H 3.833 -0.650 -3.823
H 1.616 2.452 -1.831
H 1.289 3.591 -3.994
H 2.929 -0.097 1.911
H 4.071 1.180 3.692
H 5.658 2.970 3.107
H 6.085 3.530 0.738
H 4.931 2.291 -1.050
H 1.517 -2.259 -2.093
H 1.945 -4.686 -2.232
H 4.017 -5.632 -1.286
H 5.657 -4.164 -0.166
H 5.242 -1.743 -0.004
*
```

Computed properties:
LUMO ... -6.0 eV
HOMO energy ... -14.226 eV


Below is a molecular structure, C26H25IOPS3Sb2Se4W, with properties calculated with ωB97M-V/def2-TZVPD.

```
! wB97M-V def2-TZVPD RIJCOSX def2/J DEFGRID3
* xyz 0 2
W -0.490 -0.418 -0.091
S -3.271 -2.252 1.837
Sb -3.602 -1.630 -0.450
S -1.435 -2.299 -1.249
S -2.680 0.562 -0.272
I 2.016 -2.810 -0.744
C 1.239 -3.822 -2.385
C 1.162 -5.181 -2.244
C 0.793 -6.003 -3.322
C 0.581 -5.433 -4.538
C 0.655 -4.029 -4.710
C 0.506 -3.505 -6.015
C 0.587 -2.167 -6.235
C 0.706 -1.306 -5.132
C 0.814 -1.746 -3.834
P 0.598 -0.339 -2.627
C -0.820 0.564 -3.351
C -1.897 -0.126 -3.911
C -3.044 0.555 -4.287
C -3.131 1.930 -4.113
C -2.063 2.622 -3.564
C -0.917 1.942 -3.181
C 2.046 0.727 -2.934
C 3.170 0.580 -2.127
C 4.324 1.302 -2.394
C 4.361 2.194 -3.453
C 3.235 2.370 -4.247
C 2.087 1.638 -3.992
C 0.902 -3.163 -3.602
H 1.417 -5.632 -1.295
H 0.728 -7.074 -3.186
H 0.358 -6.041 -5.406
H 0.345 -4.198 -6.832
H 0.503 -1.755 -7.231
H 0.641 -0.247 -5.331
H -1.846 -1.197 -4.042
H -3.873 0.008 -4.718
H -4.028 2.459 -4.407
H -2.122 3.694 -3.422
H -0.099 2.485 -2.729
H 3.148 -0.100 -1.284
H 5.192 1.170 -1.759
H 5.262 2.759 -3.654
H 3.248 3.080 -5.064
H 1.215 1.803 -4.609
Se 5.174 1.726 0.918
Sb 4.007 0.024 2.002
Se 1.508 -0.559 1.661
Se -1.162 -1.489 2.073
Se 4.691 -1.400 3.705
C -0.813 3.707 -0.349
C 0.067 2.686 0.364
C 1.535 3.031 0.186
C -0.334 2.596 1.840
O -0.129 1.427 -0.329
H -0.740 4.669 0.159
H -1.856 3.385 -0.341
H -0.497 3.848 -1.384
H 1.770 3.965 0.701
H 1.778 3.144 -0.873
H 2.165 2.246 0.597
H -0.717 3.558 2.180
H 0.508 2.321 2.472
H -1.124 1.858 1.986
*
```

Computed properties:
LUMO (spin up / spin down) ... -1.6 / -2.0 eV
HOMO energy (spin up / spin down) ... -7.778 / -7.909 eV


Below is a molecular structure, C26H25IrNSi, with properties calculated with ωB97M-V/def2-TZVPD.

```
! wB97M-V def2-TZVPD RIJCOSX def2/J DEFGRID3
* xyz 0 6
C -0.318 3.943 -1.098
C -0.192 3.826 0.332
C -1.100 2.815 0.773
C -1.787 2.295 -0.380
C -1.308 3.000 -1.535
Ir 0.360 1.855 -0.539
C 2.349 1.836 0.062
C 2.709 1.794 -1.349
C 3.566 2.460 -2.147
N 1.409 0.950 -2.005
H -1.260 2.500 1.798
H 0.474 4.404 0.967
H -2.547 1.519 -0.373
H -1.632 2.841 -2.559
H 0.245 4.620 -1.735
H 2.665 2.744 0.582
H 1.297 1.357 -2.944
H 2.576 0.910 0.598
H 4.299 3.100 -1.668
H 3.534 2.338 -3.224
C 3.582 -3.117 0.847
C 3.390 -2.491 -0.392
C 2.294 -1.640 -0.579
C 1.376 -1.430 0.455
C 1.560 -2.071 1.688
C 2.672 -2.900 1.886
Si -0.122 -0.348 0.110
C -1.165 -1.246 -1.193
C -1.497 -0.660 -2.417
C -2.263 -1.363 -3.354
C -2.698 -2.662 -3.074
C -2.352 -3.261 -1.856
C -1.580 -2.559 -0.923
C -1.132 -0.265 1.715
C -2.475 -0.653 1.740
C -3.212 -0.545 2.927
C -2.618 -0.032 4.083
C -1.275 0.360 4.060
C -0.532 0.237 2.880
H 4.441 -3.774 1.001
H 4.090 -2.657 -1.211
H 2.156 -1.117 -1.533
H 0.838 -1.928 2.494
H 2.819 -3.379 2.855
H -1.152 0.348 -2.658
H -2.515 -0.885 -4.301
H -3.300 -3.207 -3.803
H -2.684 -4.274 -1.627
H -1.305 -3.038 0.021
H -2.949 -1.049 0.838
H -4.257 -0.862 2.936
H -3.200 0.065 5.002
H -0.796 0.758 4.955
H 0.520 0.540 2.872
*
```

Computed properties:
LUMO (spin up / spin down) ... 0.4 / -2.7 eV
HOMO energy (spin up / spin down) ... -4.352 / -8.218 eV


The ΔE to the lowest compared entry with this formula, charge and spin results, record by record, are as follows: 3.272 2.630 0.000 0.287 0.000 0.571 1.254 eV.